{
  "formula": "C16H25CdN5O3",
  "method": "the ωB97M-V functional and the def2-TZVPD basis",
  "charge": 2,
  "e_homo_ev": -14.7,
  "homo_lumo_gap_ha": 0.3386,
  "multiplicity": 1,
  "e_lumo_ev": -5.44,
  "e_above_lowest_kj_mol": 0.0,
  "elements": ["Cd", "N", "C", "C", "C", "C", "N", "C", "N", "N", "C", "O", "O", "H", "H", "H", "H", "H", "H", "H", "H", "H", "H", "H", "H", "H", "H", "C", "C", "N", "H", "H", "H", "C", "C", "O", "C", "C", "C", "C", "C", "C", "H", "H", "H", "H", "H", "H", "H", "H"],
  "xyz": [[1.077, 1.526, -0.809], [0.220, 1.314, 1.303], [-0.581, 0.053, 1.277], [-0.804, -0.501, 2.694], [0.402, -1.127, 3.427], [0.447, -2.658, 3.452], [0.917, -3.276, 2.223], [2.161, -3.565, 1.899], [3.153, -3.539, 2.799], [2.431, -3.871, 0.626], [-0.037, -0.971, 0.261], [-0.563, -2.080, 0.266], [0.902, -0.616, -0.528], [0.963, 1.239, 1.997], [-0.376, 2.074, 1.622], [-1.562, 0.339, 0.882], [-1.624, -1.218, 2.659], [-1.175, 0.338, 3.288], [0.339, -0.825, 4.475], [1.357, -0.725, 3.073], [-0.561, -3.044, 3.610], [1.030, -3.025, 4.297], [0.237, -3.270, 1.461], [2.941, -3.557, 3.781], [4.077, -3.839, 2.536], [1.732, -3.721, -0.085], [3.325, -4.234, 0.346], [5.230, 2.306, -3.111], [4.010, 2.098, -2.349], [3.051, 1.933, -1.745], [4.996, 2.909, -3.987], [5.626, 1.340, -3.418], [5.955, 2.827, -2.486], [-1.996, 4.191, -2.740], [-1.539, 2.862, -2.247], [-0.329, 2.705, -2.011], [-2.501, 1.761, -2.058], [-3.859, 2.036, -1.868], [-4.750, 0.997, -1.648], [-4.296, -0.313, -1.645], [-2.953, -0.599, -1.866], [-2.057, 0.436, -2.066], [-1.141, 4.831, -2.935], [-2.629, 4.658, -1.984], [-2.604, 4.077, -3.636], [-4.220, 3.053, -1.882], [-5.798, 1.210, -1.492], [-4.996, -1.122, -1.484], [-2.606, -1.621, -1.889], [-1.020, 0.204, -2.285]],
  "mulliken_charge": [1.640, -0.729, 0.542, -1.204, -0.264, -1.225, -0.069, 0.828, -0.362, -0.355, 0.606, -0.834, -1.080, 0.273, 0.316, 0.320, 0.454, 0.515, 0.344, 0.268, 0.409, 0.404, 0.284, 0.180, 0.229, 0.203, 0.207, -0.844, 0.523, -0.272, 0.300, 0.299, 0.307, -1.412, 0.484, -0.766, 0.880, -0.391, -0.744, -0.520, -0.713, -0.496, 0.349, 0.387, 0.405, 0.354, 0.428, 0.430, 0.468, 0.646]
}

{
  "formula": "C16H25Cl2CrN",
  "method": "the ωB97M-V functional and the def2-TZVPD basis",
  "charge": -1,
  "e_homo_ev": [-2.0, -2.4],
  "homo_lumo_gap_ha": [0.1483, 0.1658],
  "multiplicity": 4,
  "e_lumo_ev": [2.07, 2.07],
  "elements": ["Cr", "Cl", "Cl", "C", "H", "H", "C", "C", "H", "C", "H", "C", "H", "H", "C", "H", "H", "C", "H", "H", "H", "H", "C", "N", "C", "C", "C", "C", "C", "C", "C", "C", "H", "H", "H", "H", "H", "H", "H", "H", "H", "H", "H", "H", "H"],
  "xyz": [[-0.552, 0.664, -0.677], [0.305, 1.769, 1.010], [-1.060, -0.941, -2.079], [-2.174, 1.810, -1.087], [-3.002, 1.209, -1.498], [-2.473, 2.558, -0.337], [1.198, 0.827, -1.450], [-1.005, 2.147, -1.927], [1.921, 0.174, -0.908], [-0.533, 3.589, -1.810], [-0.970, 1.732, -2.950], [0.722, 3.927, -2.611], [-1.355, 4.234, -2.165], [-0.393, 3.842, -0.745], [1.950, 3.133, -2.149], [0.525, 3.726, -3.677], [0.918, 5.005, -2.513], [1.802, 1.621, -2.514], [2.844, 3.533, -2.644], [2.098, 3.243, -1.065], [1.209, 1.492, -3.444], [2.818, 1.217, -2.712], [1.083, -3.189, 2.889], [1.414, -2.355, 1.701], [2.752, -2.748, 1.171], [0.349, -2.367, 0.593], [-0.966, -1.864, 1.106], [-1.785, -2.726, 1.860], [-2.957, -2.238, 2.435], [-3.339, -0.909, 2.234], [-2.538, -0.066, 1.439], [-1.400, -0.572, 0.840], [0.866, -4.208, 2.549], [0.233, -2.760, 3.427], [1.962, -3.207, 3.544], [1.455, -1.367, 2.013], [2.668, -3.768, 0.777], [3.045, -2.053, 0.377], [3.474, -2.723, 1.995], [0.760, -1.761, -0.228], [0.301, -3.411, 0.248], [-1.506, -3.777, 1.999], [-3.581, -2.900, 3.035], [-4.263, -0.517, 2.668], [-2.821, 0.975, 1.279]],
  "lowdin_spin": [2.106, 0.098, 0.098, -0.086, -0.004, -0.003, 0.630, -0.061, 0.040, -0.005, 0.003, 0.004, -0.004, -0.001, 0.044, 0.001, 0.001, 0.110, 0.004, 0.003, 0.023, 0.002, 0.000, 0.000, 0.000, 0.003, -0.001, -0.001, 0.002, 0.000, 0.001, -0.011, 0.000, 0.000, 0.000, 0.001, 0.000, 0.000, 0.000, 0.002, 0.000, 0.000, 0.000, 0.000, 0.000]
}

{
  "formula": "C16H25ClF3NO8S2",
  "method": "the ωB97M-V functional and the def2-TZVPD basis",
  "charge": 0,
  "e_homo_ev": -10.1,
  "homo_lumo_gap_ha": 0.3352,
  "multiplicity": 1,
  "e_lumo_ev": -1.00,
  "smiles": "C[C@]1(CCOC=O)C(=O)N[C@@H](CCCCS(=O)(=O)Cl)[C@H]1S(=O)(=O)C(F)(F)F.CC(C)=O",
  "elements": ["C", "C", "C", "C", "O", "C", "O", "C", "O", "N", "C", "C", "C", "C", "C", "S", "O", "O", "Cl", "C", "S", "O", "O", "C", "F", "F", "F", "H", "H", "H", "H", "H", "H", "H", "H", "H", "H", "H", "H", "H", "H", "H", "H", "H", "H", "H", "C", "C", "C", "O", "H", "H", "H", "H", "H", "H"],
  "xyz": [[-2.936, -0.223, -0.552], [-2.160, -1.706, -0.580], [-2.822, -2.851, -1.513], [-4.285, -3.421, -1.093], [-5.273, -2.453, -0.625], [-5.449, -2.465, 0.835], [-5.609, -3.535, 1.617], [-1.942, -2.403, 0.882], [-2.340, -3.539, 1.445], [-1.028, -1.557, 1.738], [-0.069, -0.950, 0.691], [1.504, -0.989, 1.076], [1.810, -0.781, 2.674], [2.080, 0.767, 3.137], [0.893, 1.830, 2.748], [0.914, 3.382, 3.847], [0.969, 2.928, 5.328], [2.072, 4.312, 3.410], [-0.927, 4.337, 3.509], [-0.600, -1.169, -0.870], [0.464, -1.901, -2.180], [0.013, -3.203, -2.864], [1.972, -2.141, -1.818], [0.561, -0.611, -3.593], [1.124, 0.667, -3.016], [-0.737, -0.383, -4.263], [1.641, -1.111, -4.518], [-2.953, 0.146, -1.682], [-2.336, 0.578, 0.099], [-4.000, -0.267, -0.069], [-2.905, -2.465, -2.634], [-2.090, -3.794, -1.468], [-4.746, -3.931, -2.069], [-4.097, -4.335, -0.349], [-5.494, -1.396, 1.364], [-0.585, -2.293, 2.332], [-0.327, 0.207, 0.839], [1.903, -2.081, 0.807], [2.071, -0.143, 0.472], [2.804, -1.402, 2.900], [0.996, -1.220, 3.395], [2.131, 0.753, 4.329], [3.148, 1.108, 2.777], [-0.148, 1.276, 2.864], [1.029, 2.094, 1.591], [-0.743, -0.039, -1.244], [4.340, 3.893, -0.901], [3.285, 3.210, -1.730], [3.164, 3.619, -3.174], [2.550, 2.351, -1.246], [4.311, 3.498, 0.120], [5.328, 3.698, -1.324], [4.146, 4.968, -0.865], [4.100, 3.412, -3.698], [2.918, 4.682, -3.239], [2.362, 3.044, -3.648]],
  "mulliken_charge": [-0.999, 1.171, -0.445, -0.636, -0.327, 0.228, -0.476, 0.116, -0.595, -0.254, 0.352, -0.270, -0.657, -0.683, -0.333, 0.998, -0.535, -0.522, -0.195, -0.928, 1.266, -0.649, -0.638, 0.654, -0.214, -0.205, -0.208, 0.336, 0.245, 0.172, 0.329, 0.315, 0.340, 0.315, 0.292, 0.415, -0.430, 0.348, 0.010, 0.316, 0.281, 0.386, 0.285, 0.389, 0.225, 0.411, -1.091, 0.836, -1.050, -0.471, 0.231, 0.339, 0.339, 0.345, 0.348, 0.177]
}

{
  "formula": "C16H25ClN5O5Pt",
  "method": "the ωB97M-V functional and the def2-TZVPD basis",
  "charge": 1,
  "e_homo_ev": [-12.3, -12.5],
  "homo_lumo_gap_ha": [0.3583, 0.2336],
  "multiplicity": 5,
  "e_lumo_ev": [-2.55, -6.17],
  "e_above_lowest_kj_mol": 0.0,
  "elements": ["Pt", "N", "C", "C", "O", "N", "C", "C", "O", "O", "H", "H", "H", "H", "H", "H", "Cl", "C", "C", "O", "O", "H", "H", "C", "C", "C", "C", "C", "N", "H", "H", "H", "H", "H", "H", "H", "H", "H", "C", "C", "C", "C", "N", "N", "C", "H", "H", "H", "H", "H", "H", "H", "H"],
  "xyz": [[-0.182, 0.228, -0.124], [-1.998, 1.050, -1.332], [-3.047, 1.646, -0.496], [-3.151, 0.886, 0.807], [-4.159, 0.803, 1.457], [-1.929, 0.328, 1.188], [-1.853, -0.429, 2.337], [-1.236, -1.868, 1.861], [-1.617, -2.821, 2.470], [-0.389, -1.746, 0.920], [-1.672, 1.695, -2.043], [-2.331, 0.217, -1.810], [-4.022, 1.654, -0.981], [-2.771, 2.675, -0.261], [-2.788, -0.544, 2.878], [-1.026, -0.124, 2.988], [1.004, 2.416, -1.251], [2.668, 1.974, -0.710], [2.790, 0.600, -0.045], [3.825, 0.409, 0.551], [1.841, -0.270, -0.198], [2.979, 2.748, -0.017], [3.294, 1.999, -1.598], [3.590, 2.534, 3.239], [2.493, 1.564, 3.703], [3.068, 0.154, 3.908], [1.810, 2.077, 4.977], [1.475, 1.476, 2.643], [0.666, 1.403, 1.830], [4.332, 2.615, 4.033], [3.184, 3.529, 3.053], [4.084, 2.160, 2.343], [3.830, 0.207, 4.687], [3.528, -0.216, 2.993], [2.296, -0.544, 4.233], [2.559, 2.134, 5.766], [1.020, 1.402, 5.306], [1.388, 3.071, 4.832], [1.002, -4.513, -2.640], [0.541, -3.099, -2.703], [0.405, -2.225, -3.768], [-0.034, -1.016, -3.226], [-0.182, -1.151, -1.902], [0.180, -2.417, -1.612], [-0.329, 0.244, -3.969], [0.932, -4.974, -3.622], [0.400, -5.094, -1.942], [2.042, -4.560, -2.315], [0.602, -2.434, -4.805], [0.166, -2.707, -0.641], [0.116, 0.191, -4.961], [0.089, 1.117, -3.469], [-1.402, 0.387, -4.113]],
  "lowdin_spin": [1.923, 0.156, 0.006, 0.039, 0.139, 0.499, 0.131, 0.090, 0.219, 0.189, 0.003, 0.000, 0.005, -0.001, 0.005, 0.033, 0.095, 0.003, 0.014, 0.034, 0.157, 0.001, 0.000, 0.000, 0.001, 0.001, 0.000, 0.009, 0.078, 0.000, 0.000, 0.000, 0.000, 0.000, 0.000, 0.000, 0.000, 0.000, 0.001, 0.004, 0.006, 0.012, 0.137, 0.007, -0.001, 0.000, 0.000, 0.000, 0.001, 0.001, 0.000, -0.001, 0.000]
}

{
  "formula": "C16H25N3O2",
  "method": "the ωB97M-V functional and the def2-TZVPD basis",
  "charge": 0,
  "e_homo_ev": -8.1,
  "homo_lumo_gap_ha": 0.3264,
  "multiplicity": 1,
  "e_lumo_ev": 0.76,
  "smiles": "CCCCOc1ccc(C(=O)NN2CCN(C)CC2)cc1",
  "e_above_lowest_kj_mol": 153.2,
  "elements": ["C", "C", "C", "C", "O", "C", "C", "C", "C", "C", "O", "N", "N", "C", "C", "N", "C", "C", "C", "C", "C", "H", "H", "H", "H", "H", "H", "H", "H", "H", "H", "H", "H", "H", "H", "H", "H", "H", "H", "H", "H", "H", "H", "H", "H", "H"],
  "xyz": [[-0.670, 6.937, -3.128], [0.005, 6.105, -4.213], [1.015, 5.101, -3.660], [0.367, 4.000, -2.826], [1.373, 3.053, -2.522], [1.055, 1.966, -1.779], [2.101, 1.071, -1.529], [1.882, -0.065, -0.787], [0.622, -0.338, -0.253], [0.455, -1.591, 0.534], [1.112, -2.593, 0.319], [-0.482, -1.515, 1.515], [-0.837, -2.559, 2.388], [0.269, -2.971, 3.246], [-0.264, -3.991, 4.260], [-0.877, -5.150, 3.644], [0.071, -6.087, 3.077], [-1.901, -4.713, 2.716], [-1.393, -3.705, 1.678], [-0.418, 0.544, -0.514], [-0.210, 1.684, -1.271], [0.075, 7.435, -2.512], [-1.304, 7.698, -3.579], [-1.292, 6.318, -2.487], [-0.756, 5.573, -4.790], [0.529, 6.775, -4.897], [1.756, 5.616, -3.048], [1.543, 4.622, -4.487], [-0.051, 4.412, -1.898], [-0.441, 3.523, -3.398], [3.073, 1.294, -1.939], [2.682, -0.766, -0.603], [-0.938, -0.637, 1.713], [0.640, -2.085, 3.768], [1.093, -3.405, 2.663], [0.548, -4.321, 4.912], [-1.030, -3.506, 4.873], [-0.477, -6.956, 2.713], [0.671, -5.685, 2.251], [0.747, -6.414, 3.867], [-2.318, -5.586, 2.210], [-2.691, -4.239, 3.306], [-2.225, -3.352, 1.064], [-0.648, -4.175, 1.021], [-1.417, 0.337, -0.157], [-1.044, 2.342, -1.464]],
  "mulliken_charge": [-1.122, -0.497, -0.649, -0.614, -0.377, 0.772, -0.441, -0.676, 0.297, 0.637, -0.639, -0.109, -0.412, -0.441, -1.103, 0.063, -0.867, -1.093, -0.397, -0.824, -0.487, 0.286, 0.354, 0.302, 0.294, 0.324, 0.286, 0.333, 0.427, 0.415, 0.422, 0.422, 0.264, 0.443, 0.329, 0.434, 0.353, 0.303, 0.326, 0.304, 0.431, 0.354, 0.440, 0.300, 0.414, 0.420]
}

Record-wise total energy values, in Eh: -1291.522137, -2644.149112, -2837.084320, -1853.852688, -939.397197